Model A:
Below is the molecule C6H14N2O, with properties calculated with ωB97M-V/def2-TZVPD.

Calculated values
**E_LUMO**: 0.76 eV
**Highest occupied orbital energy**: -9.6783 eV
**SMILES string**: [H]/N=C(/O)[C@H](N)C(C)(C)C
**Net charge**: 0

```
23
C6H14N2O | the Open Molecules 2025 dataset | ωB97M-V/def2-TZVPD
O -1.518 -1.737 -1.451
N -1.453 0.246 -2.224
N -1.543 1.220 0.670
C 1.142 -1.408 -0.075
C -0.988 -0.056 0.258
C 1.238 1.076 -0.313
C -1.443 -0.456 -1.136
C 0.870 0.037 1.937
C 0.564 -0.081 0.437
H -1.381 1.240 -2.020
H 0.613 -2.267 0.361
H 2.329 1.003 -0.200
H 1.090 -1.485 -1.170
H -2.555 1.231 0.595
H 1.018 1.047 -1.390
H 1.957 0.015 2.100
H -1.396 -0.842 0.911
H 0.478 0.973 2.355
H -1.408 -1.532 -2.557
H -1.185 2.001 0.129
H 0.943 2.058 0.083
H 2.202 -1.480 0.206
H 0.427 -0.802 2.494
```

Charges obtained by Mulliken population analysis, quoted in units of e:
1. O -0.552
2. N -0.842
3. N -0.620
4. C -1.791
5. C -0.063
6. C -1.843
7. C 0.330
8. C -1.798
9. C 1.810
10. H 0.209
11. H 0.356
12. H 0.436
13. H 0.347
14. H 0.301
15. H 0.381
16. H 0.424
17. H 0.492
18. H 0.374
19. H 0.499
20. H 0.247
21. H 0.412
22. H 0.486
23. H 0.407

=====

Model B:
Below is a cluster of 2 separate species, C6H14N2O in total, with properties calculated with ωB97M-V/def2-TZVPD.

Calculated values
**E_LUMO**: 0.75 eV
**Highest occupied orbital energy**: -7.6340 eV
**SMILES string**: C=C([O-])[NH2+]N.C=C(C)C
**Net charge**: 0

```
23
C6H14N2O | the Open Molecules 2025 dataset | ωB97M-V/def2-TZVPD
O 2.367 -1.012 -0.839
N 0.693 2.008 -1.996
N 0.844 0.609 -1.721
C -0.383 -1.980 0.952
C -1.589 -0.540 -0.675
C 1.681 0.765 0.626
C -1.096 -0.721 0.571
C -1.455 0.199 1.699
C 1.875 0.031 -0.479
H -0.560 0.503 2.239
H -1.980 1.086 1.349
H 1.621 2.427 -1.998
H 0.177 2.421 -1.222
H -2.102 -0.322 2.408
H -1.577 -1.353 -1.388
H -0.039 -2.530 0.078
H 1.158 0.128 -2.565
H 0.490 -1.754 1.564
H -1.047 -2.618 1.540
H 1.124 1.684 0.638
H -2.298 0.253 -0.877
H 2.235 0.508 1.513
H -0.139 0.208 -1.416
```

Charges obtained by Mulliken population analysis, quoted in units of e:
1. O -0.676
2. N -0.680
3. N 0.010
4. C -1.334
5. C -1.576
6. C -1.207
7. C 1.447
8. C -1.415
9. C 0.797
10. H 0.298
11. H 0.333
12. H 0.299
13. H 0.286
14. H 0.399
15. H 0.436
16. H 0.338
17. H 0.344
18. H 0.288
19. H 0.423
20. H 0.247
21. H 0.360
22. H 0.360
23. H 0.222

=====

Model C:
Below is a structure of composition C6H14N2O, with properties calculated with ωB97M-V/def2-TZVPD.

Calculated values
**E_LUMO**: 0.57 eV
**Highest occupied orbital energy**: -9.1584 eV
**Net charge**: 0

```
23
C6H14N2O | the Open Molecules 2025 dataset | ωB97M-V/def2-TZVPD
O 0.375 -2.817 -0.863
N 0.605 -1.648 -1.277
N -0.191 -0.721 -0.661
C 0.206 0.849 -2.401
C 0.206 0.663 -1.034
C 0.429 -0.820 1.883
C -1.858 -0.071 1.224
C 1.431 1.247 -0.141
C -0.672 -0.966 0.783
H -0.926 -2.066 0.525
H 1.197 2.655 -0.029
H -1.984 -0.404 2.302
H 1.189 0.635 0.905
H -1.599 0.991 1.199
H 0.111 0.402 2.447
H 1.739 -0.951 1.521
H 0.212 -1.460 2.832
H -0.198 1.940 -2.599
H -0.655 1.178 -0.849
H -0.520 0.225 -2.911
H 2.426 0.843 -0.655
H 1.267 0.553 -2.815
H -2.791 -0.258 0.612
```

Charges obtained by Mulliken population analysis, quoted in units of e:
1. O -0.502
2. N -0.126
3. N 0.373
4. C -1.380
5. C 0.245
6. C -1.227
7. C -1.420
8. C -0.566
9. C 0.330
10. H 0.425
11. H 0.264
12. H 0.402
13. H -0.015
14. H 0.358
15. H 0.329
16. H 0.325
17. H 0.322
18. H 0.316
19. H 0.326
20. H 0.405
21. H 0.255
22. H 0.244
23. H 0.318

=====

Relative stability in hartree, measured from the most stable structure: model A 0.0000; model B 0.0912; model C 0.2702

=====

Model A:
Below is the molecule C18H31N3O2S2, with properties calculated with ωB97M-V/def2-TZVPD.

Calculated values
**E_LUMO**: 0.43 eV
**Highest occupied orbital energy**: -8.3316 eV
**SMILES string**: CCCCCC[C@@H](C)NC(=S)Nc1cc(S(=O)(=O)N(C)C)ccc1C
**Net charge**: 0

```
56
C18H31N3O2S2 | the Open Molecules 2025 dataset | ωB97M-V/def2-TZVPD
S 0.979 4.178 1.285
S 2.477 -2.072 -2.187
O 2.593 -2.783 -3.422
O 3.660 -1.678 -1.482
N 1.586 -3.030 -1.140
N 1.486 1.585 1.200
N 0.967 2.663 -0.809
C 1.447 -0.623 -2.417
C -0.248 1.564 -2.580
C 1.423 -2.479 0.179
C 1.666 0.464 -1.594
C -0.415 0.470 -3.415
C -0.974 0.625 2.404
C 0.415 -3.644 -1.711
C -3.283 0.169 0.397
C -2.579 -0.766 -0.580
C -1.177 2.736 -2.666
C 0.412 -0.640 -3.328
C 1.170 2.711 0.546
C -3.272 -0.331 1.844
C 0.414 0.324 2.971
C 2.812 1.105 3.183
C 0.806 1.560 -1.645
C 1.424 1.429 2.639
C -1.882 -0.601 2.425
H 2.371 -2.024 0.456
H -3.776 0.411 2.466
H 0.644 3.550 -1.173
H 1.532 0.723 0.675
H -2.742 -0.437 -1.604
H 0.620 -1.729 0.216
H -2.000 -0.942 3.456
H -4.326 0.279 0.089
H -0.655 3.616 -3.043
H -0.442 -2.958 -1.741
H -2.001 2.520 -3.340
H -2.961 -1.780 -0.479
H 2.551 0.456 -0.977
H 0.146 -4.523 -1.125
H -3.851 -1.256 1.898
H 3.181 0.173 2.759
H -1.505 -0.781 -0.406
H 0.782 -0.620 2.557
H 1.189 -3.280 0.881
H 0.674 -3.951 -2.721
H 0.357 0.209 4.053
H -1.218 0.478 -4.137
H 1.082 2.386 3.046
H 2.776 1.007 4.264
H -2.827 1.160 0.344
H -1.407 -1.413 1.869
H -1.433 1.435 2.972
H -0.869 0.968 1.374
H -1.587 2.980 -1.686
H 3.506 1.902 2.930
H 0.284 -1.494 -3.972
```

Charges obtained by Mulliken population analysis, quoted in units of e:
1. S -0.434
2. S 1.219
3. O -0.701
4. O -0.703
5. N -0.008
6. N 0.352
7. N -0.176
8. C -0.030
9. C 0.940
10. C -0.726
11. C -0.729
12. C -0.875
13. C 0.316
14. C -0.816
15. C -0.538
16. C -0.562
17. C -2.034
18. C -0.765
19. C 0.248
20. C -1.057
21. C -0.973
22. C -1.615
23. C 0.113
24. C -0.278
25. C -0.606
26. H 0.348
27. H 0.387
28. H 0.318
29. H -0.037
30. H 0.420
31. H 0.024
32. H 0.443
33. H 0.430
34. H 0.455
35. H 0.196
36. H 0.412
37. H 0.442
38. H 1.197
39. H 0.337
40. H 0.387
41. H 0.263
42. H -0.287
43. H 0.135
44. H 0.464
45. H 0.364
46. H 0.568
47. H 0.409
48. H 0.640
49. H 0.433
50. H 0.186
51. H 0.170
52. H 0.401
53. H -0.375
54. H 0.378
55. H 0.400
56. H 0.530

=====

Model B:
Below is the molecule C18H31N3O2S2, with properties calculated with ωB97M-V/def2-TZVPD.

Calculated values
**E_LUMO**: 0.43 eV
**Highest occupied orbital energy**: -8.2606 eV
**SMILES string**: CCCCCC[C@@H](C)NC(=S)Nc1cc(S(=O)(=O)N(C)C)ccc1C
**Net charge**: 0

```
56
C18H31N3O2S2 | the Open Molecules 2025 dataset | ωB97M-V/def2-TZVPD
S 4.151 0.634 0.632
S -2.001 -0.417 -2.302
O 3.252 1.673 1.049
O 5.316 0.381 1.431
N -0.623 0.543 -0.256
N -0.120 -1.609 -0.966
N 4.553 0.937 -0.981
C 2.007 -0.706 -0.242
C -5.028 -1.517 -0.106
C 0.524 -4.176 0.091
C 3.534 -2.062 1.029
C 5.552 0.004 -1.445
C -0.843 -0.452 -1.122
C -1.763 2.341 0.921
C -4.104 1.461 0.417
C 4.862 2.326 -1.247
C -5.178 -0.745 1.199
C -2.908 1.431 1.367
C 2.673 -3.139 0.874
C -5.337 0.762 0.992
C 0.063 2.814 -0.758
C 1.107 -1.766 -0.334
C -1.107 1.899 -0.390
C 1.460 -3.013 0.214
C 3.185 -0.857 0.456
H -3.236 1.753 2.359
H -4.319 -0.941 1.843
H 4.458 -2.142 1.578
H 0.892 -5.025 0.661
H 6.516 0.160 -0.949
H -5.586 1.223 1.952
H -4.977 -2.586 0.090
H -2.535 0.409 1.457
H -0.495 -2.400 -1.471
H -0.996 2.363 1.700
H -6.179 0.931 0.317
H 5.864 2.599 -0.899
H -0.467 -3.912 0.458
H 2.939 -4.096 1.300
H -6.065 -1.112 1.724
H 0.851 2.747 -0.010
H -5.878 -1.329 -0.758
H -3.838 0.997 -0.532
H 5.203 -1.003 -1.225
H -4.125 -1.226 -0.637
H 4.787 2.509 -2.319
H -4.365 2.503 0.214
H -0.274 3.845 -0.820
H 0.057 0.401 0.479
H 0.427 -4.484 -0.951
H 5.673 0.115 -2.522
H 1.820 0.244 -0.713
H -2.136 3.358 0.793
H 4.125 2.928 -0.720
H 0.473 2.528 -1.725
H -1.844 1.897 -1.197
```

Charges obtained by Mulliken population analysis, quoted in units of e:
1. S 1.389
2. S -0.414
3. O -0.665
4. O -0.726
5. N 0.152
6. N -0.083
7. N 0.064
8. C -1.020
9. C -0.857
10. C -1.707
11. C -0.527
12. C -0.903
13. C 0.095
14. C -1.196
15. C -0.213
16. C -1.025
17. C -0.322
18. C -0.339
19. C -0.732
20. C -1.017
21. C -1.648
22. C -0.113
23. C -0.198
24. C 0.902
25. C -0.114
26. H 0.450
27. H 0.264
28. H 0.543
29. H 0.407
30. H 0.335
31. H 0.332
32. H 0.363
33. H 0.161
34. H 0.330
35. H 0.352
36. H 0.370
37. H 0.347
38. H 0.360
39. H 0.370
40. H 0.332
41. H 0.257
42. H 0.286
43. H 0.054
44. H 0.282
45. H -0.003
46. H 0.338
47. H 0.328
48. H 0.499
49. H 0.522
50. H 0.369
51. H 0.337
52. H 0.984
53. H 0.444
54. H 0.352
55. H 0.366
56. H 0.485

=====

Relative stability in hartree, measured from the most stable structure: model A 0.0000; model B 0.0051

=====

Model A:
Below is a cluster of 2 separate species, C4H13NS in total, with properties calculated with ωB97M-V/def2-TZVPD.

Calculated values
**E_LUMO**: 0.96 eV
**Highest occupied orbital energy**: -8.5754 eV
**SMILES string**: CCCS.CN
**Net charge**: 0

```
19
C4H13NS | the Open Molecules 2025 dataset | ωB97M-V/def2-TZVPD
S 0.942 1.977 1.179
N -2.085 -0.254 1.263
C 2.177 1.228 0.022
C -2.579 -0.422 -0.133
C 1.622 0.242 -1.016
C 1.079 -1.068 -0.456
H -2.004 -1.238 -0.624
H 1.893 -1.658 0.057
H 0.273 -0.846 0.300
H 2.937 0.764 0.684
H -3.668 -0.647 -0.275
H 0.096 0.899 1.051
H -2.188 -1.149 1.842
H -2.622 0.417 1.810
H 2.413 0.034 -1.757
H 2.595 2.145 -0.442
H -2.364 0.548 -0.648
H 0.665 -1.732 -1.254
H 0.820 0.760 -1.603
```

Charges obtained by Mulliken population analysis, quoted in units of e:
1. S -0.223
2. N -0.525
3. C -0.597
4. C -0.660
5. C -0.364
6. C -0.755
7. H 0.229
8. H 0.288
9. H 0.116
10. H 0.318
11. H 0.301
12. H 0.054
13. H 0.202
14. H 0.230
15. H 0.308
16. H 0.311
17. H 0.261
18. H 0.274
19. H 0.233

=====

Model B:
Below is a cluster of 2 separate species, C4H13NS in total, with properties calculated with ωB97M-V/def2-TZVPD.

Calculated values
**E_LUMO**: 0.78 eV
**Highest occupied orbital energy**: -7.8396 eV
**SMILES string**: CCS.CNC
**Net charge**: 0

```
19
C4H13NS | the Open Molecules 2025 dataset | ωB97M-V/def2-TZVPD
S 0.164 1.402 0.933
N -0.613 -1.419 0.670
C 0.517 2.050 -0.737
C 0.397 -2.456 0.388
C -1.764 -1.590 -0.260
C 1.168 1.060 -1.688
H -2.159 -2.610 -0.166
H 0.621 0.107 -1.751
H -2.600 -0.896 -0.086
H -1.274 -1.431 -1.227
H 1.224 -2.355 1.120
H 0.876 -2.304 -0.606
H 1.306 1.462 -2.744
H -0.422 2.427 -1.167
H -1.010 -1.516 1.635
H -0.032 -3.471 0.476
H 2.166 0.777 -1.257
H -0.073 -0.009 0.537
H 1.140 2.938 -0.594
```

Charges obtained by Mulliken population analysis, quoted in units of e:
1. S -0.347
2. N -0.390
3. C -0.400
4. C -0.850
5. C -0.897
6. C -0.805
7. H 0.357
8. H 0.106
9. H 0.275
10. H 0.336
11. H 0.311
12. H 0.298
13. H 0.317
14. H 0.269
15. H 0.293
16. H 0.332
17. H 0.258
18. H 0.233
19. H 0.306

=====

Relative stability in hartree, measured from the most stable structure: model A 0.0000; model B 0.0200

=====

Model A:
Below is a cluster of 2 separate species, C4H13NS in total, with properties calculated with ωB97M-V/def2-TZVPD.

Calculated values
**E_LUMO**: 0.91 eV
**Highest occupied orbital energy**: -8.3971 eV
**SMILES string**: CNC.CSC
**Net charge**: 0

```
19
C4H13NS | the Open Molecules 2025 dataset | ωB97M-V/def2-TZVPD
S -1.641 -3.523 -1.561
N 1.369 2.652 0.779
C 2.316 1.595 0.462
C -3.139 -2.577 -1.232
C -0.343 -2.227 -1.556
C 0.767 2.466 2.096
H 1.427 2.763 2.914
H 1.769 0.733 0.083
H 0.455 1.432 2.180
H -2.870 -1.668 -0.707
H 2.939 1.904 -0.371
H 0.273 -2.490 -0.702
H -3.778 -3.155 -0.564
H 2.945 1.273 1.297
H -3.688 -2.313 -2.126
H 0.243 -2.287 -2.475
H 1.839 3.548 0.761
H -0.782 -1.237 -1.501
H -0.102 3.111 2.222
```

Charges obtained by Mulliken population analysis, quoted in units of e:
1. S -0.108
2. N -0.383
3. C -0.717
4. C -0.770
5. C -0.787
6. C -0.800
7. H 0.295
8. H 0.158
9. H 0.297
10. H 0.255
11. H 0.346
12. H 0.241
13. H 0.291
14. H 0.297
15. H 0.267
16. H 0.350
17. H 0.232
18. H 0.255
19. H 0.281

=====

Model B:
Below is a cluster of 2 separate species, C4H13NS in total, with properties calculated with ωB97M-V/def2-TZVPD.

Calculated values
**E_LUMO**: 0.92 eV
**Highest occupied orbital energy**: -8.4462 eV
**SMILES string**: CCN.CSC
**Net charge**: 0

```
19
C4H13NS | the Open Molecules 2025 dataset | ωB97M-V/def2-TZVPD
S 1.448 -1.520 2.605
N -1.951 2.353 -3.872
C -2.769 1.140 -3.694
C 1.573 -0.144 1.399
C 3.066 -1.401 3.384
C -2.843 0.773 -2.217
H -3.389 -0.139 -1.957
H 1.925 0.731 1.943
H 2.327 -0.338 0.634
H -1.838 0.670 -1.811
H 0.594 -0.083 0.939
H -2.090 2.649 -4.834
H -2.384 0.243 -4.178
H -3.431 1.500 -1.643
H -2.351 3.061 -3.271
H 3.174 -2.205 4.119
H -3.772 1.310 -4.100
H 3.802 -1.670 2.628
H 3.155 -0.472 3.937
```

Charges obtained by Mulliken population analysis, quoted in units of e:
1. S -0.062
2. N -0.625
3. C -0.231
4. C -0.681
5. C -0.844
6. C -1.110
7. H 0.354
8. H 0.258
9. H 0.274
10. H 0.270
11. H 0.190
12. H 0.237
13. H 0.301
14. H 0.314
15. H 0.224
16. H 0.304
17. H 0.266
18. H 0.277
19. H 0.285

=====

Relative stability in hartree, measured from the most stable structure: model A 0.0105; model B 0.0000